[1]
C17H41IN2O7 | ωB97M-V/def2-TZVPD

Properties
- energy relative to the best compared isomer or geometry (same formula, charge and spin) (kcal per mole) = 0.00
- E_HOMO (eV) = -7.33
- frontier orbital gap (eV) = 6.6
- SMILES string = C=CC[C@](C#N)(CC#N)[C@H](I)CC.CO.CO.CO.CO.CO.CO.CO
- lowest unoccupied orbital energy (eV) = -0.74

Last column: Mulliken charge in e.
Positions of all 68 atoms, in Å:
C -1.90213 3.99471 2.40753  -0.67
C -2.30198 3.16392 1.25092  -0.48
C -1.10032 2.67869 0.29227  -0.59
C -1.04557 1.08709 0.05294  2.12
C -2.25627 0.75831 -0.98804  -0.54
N -3.18139 0.46613 -1.72258  -0.57
C -1.34065 0.19128 1.35766  -0.84
C -0.61902 0.68784 2.69064  0.02
N -0.02258 1.24399 3.58831  -0.60
C 0.32851 0.73284 -0.72834  -1.21
I 0.04495 -0.46360 -2.55578  0.00
C 1.47656 0.06008 0.17622  0.12
C 2.27605 1.16858 1.07360  -1.01
H -1.77776 5.12344 2.21914  0.26
H -1.76842 3.56843 3.46209  0.24
H -3.41441 2.94690 1.08127  0.33
H -0.12483 3.14728 0.66153  0.23
H -1.30767 3.15319 -0.75228  0.46
H -2.49311 0.16783 1.50021  0.54
H -1.04221 -0.90357 1.13475  0.45
H 0.76316 1.74361 -1.10318  0.52
H 1.13638 -0.84435 0.79649  0.21
H 2.26819 -0.35458 -0.56658  0.19
H 1.72603 2.16915 1.15368  0.24
H 3.27402 1.37790 0.53906  0.29
H 2.49400 0.80846 2.13747  0.27
C -1.00258 -2.82715 3.86820  -0.55
O -1.61960 -3.45115 2.75340  -0.47
H -0.05124 -2.39793 3.55036  0.17
H -1.64974 -2.03208 4.24785  0.24
H -0.82140 -3.56792 4.65130  0.34
H -2.45963 -3.82209 3.06228  0.33
C 0.19523 2.59959 -5.30164  -0.31
O -0.81258 3.07789 -4.42151  -0.52
H 0.93631 3.38649 -5.45103  0.25
H 0.67984 1.72480 -4.86370  -0.02
H -0.25303 2.33693 -6.26387  0.26
H -1.45398 2.36325 -4.30697  0.29
C -5.36264 -3.18553 1.64682  -0.64
O -4.55997 -3.65791 2.72014  -0.53
H -5.47410 -2.10457 1.73786  0.20
H -4.87837 -3.42100 0.69602  0.33
H -6.34757 -3.65630 1.69205  0.28
H -4.47869 -4.61565 2.61412  0.30
C 3.35241 0.48614 -5.75890  -0.60
O 2.02779 0.09473 -5.43369  -0.35
H 3.67502 1.25516 -5.05551  0.19
H 4.02032 -0.37608 -5.68379  0.28
H 3.37838 0.89088 -6.77377  0.31
H 1.76701 -0.58499 -6.06986  0.23
C -8.06275 -2.67825 4.49004  -0.49
O -8.67877 -3.30114 3.37302  -0.49
H -7.11136 -2.24852 4.17471  0.17
H -8.71063 -1.88442 4.87035  0.28
H -7.88326 -3.42151 5.27100  0.26
H -9.51638 -3.67200 3.68066  0.29
C 5.06254 -1.01467 -1.14714  -0.60
O 4.38045 0.08508 -1.73269  -0.43
H 4.84062 -1.04013 -0.07928  0.22
H 4.72329 -1.94492 -1.60992  0.31
H 6.13955 -0.89635 -1.29074  0.27
H 4.59399 0.08339 -2.67522  0.23
C 8.37425 1.08072 -0.43843  -0.55
O 8.83141 0.01202 -1.25382  -0.51
H 7.77650 0.67204 0.37699  0.21
H 9.22971 1.62018 -0.02425  0.31
H 7.75782 1.75857 -1.03442  0.25
H 9.35628 0.40080 -1.96600  0.30

Cartesian forces (eV/Å) of the 6 atoms listed first:
C -0.82 -0.62 -1.25
C 1.44 0.74 1.55
C -1.75 2.47 -1.73
C -1.11 0.09 -1.07
C -3.33 -1.08 -1.73
N 5.12 1.83 4.25

=====

[2]
C6H32NO10 | ωB97M-V/def2-TZVPD

Properties
- total charge = -1
- energy relative to the best compared isomer or geometry (same formula, charge and spin) (kcal per mole) = 112.39
- E_HOMO (eV) = -5.72
- frontier orbital gap (eV) = 8.5
- lowest unoccupied orbital energy (eV) = 2.80

Last column: Mulliken charge in e.
Positions of all 49 atoms, in Å:
C 0.06819 -2.73374 -0.17196  -0.45
C -1.29151 -3.44396 0.04494  -1.42
C -0.22045 -1.25046 -0.43991  -0.52
N 0.97723 -0.37719 -1.02938  0.78
C 1.33989 -1.01335 -2.27533  -1.00
C 0.57199 0.97932 -1.19262  0.21
C 1.67295 1.92873 -1.48881  -0.57
O 1.24859 2.88358 -2.36861  -0.65
H 0.72869 -2.92616 0.54629  0.62
H 0.77958 -3.03853 -1.00665  0.02
H -1.79578 -2.76646 0.73678  0.30
H -1.71682 -3.49221 -0.86212  0.35
H -1.27717 -4.42085 0.45261  0.47
H -0.15700 -0.76291 0.52550  0.14
H -1.15994 -1.15532 -1.05982  0.19
H 1.50203 -2.14054 -2.17316  0.28
H 2.39156 -0.61814 -2.61795  0.24
H 0.63695 -1.08251 -3.19566  0.26
H 0.12506 1.33758 -0.10036  -0.62
H -0.48485 1.10105 -1.58401  0.79
H 2.52522 1.31181 -1.88534  0.20
H 2.12772 2.44772 -0.68080  0.20
H -4.06177 -1.73669 -1.19471  0.28
H -3.96716 -0.84200 0.01700  0.37
O -4.22366 -1.74883 -0.27103  -0.67
H 0.04089 2.80887 1.52931  0.37
H 0.45812 3.78216 0.23743  0.29
O 0.58806 3.54650 1.12794  -0.73
H -1.58141 2.34884 -0.44334  0.30
H 0.33717 3.09351 -2.33957  0.36
O -1.87332 2.56566 -1.38659  -0.65
H 3.02554 -2.67336 1.48175  0.45
H 2.13054 -2.14118 2.34426  0.30
O 2.33976 -3.10427 2.07898  -0.74
H -3.66927 1.26293 1.58920  0.41
H -2.50511 1.08274 0.73888  0.47
O -3.51612 0.97142 0.59939  -0.80
H -2.73459 2.83796 -1.40504  0.31
H -1.65873 2.57404 1.16828  0.26
O -1.22150 1.76465 1.08397  -1.28
H 2.84162 2.25663 1.36145  0.27
H 2.92924 1.34345 2.55054  0.29
O 3.00130 1.35228 1.56391  -0.56
H -1.63545 0.87068 2.26798  0.36
H -2.13279 -0.51519 2.57770  0.32
O -1.86010 0.24831 2.97376  -0.71
H 2.79732 -0.75855 0.04845  0.34
H 4.03172 -0.63266 1.05471  0.34
O 3.52754 -1.32535 0.47175  -0.79

Cartesian forces (eV/Å) of the 6 atoms listed first:
C -0.86 0.30 -4.19
C 2.65 1.66 2.17
C 2.08 1.31 0.27
N -1.47 -3.67 -0.72
C 2.40 -1.48 -2.30
C -3.45 0.93 5.05

=====

[3]
C3H9N4O | ωB97M-V/def2-TZVPD

Properties
- total charge = +1
- energy relative to the best compared isomer or geometry (same formula, charge and spin) (kcal per mole) = 37.60
- E_HOMO (eV) = -14.31
- frontier orbital gap (eV) = 11.4
- SMILES string = C[N@@H+]1N=C(N)O[C@H]1N
- lowest unoccupied orbital energy (eV) = -2.87

Last column: Mulliken charge in e.
Positions of all 17 atoms, in Å:
C -1.51533 1.52805 -0.30535  -0.80
N -0.63044 0.58137 0.36159  0.41
N 0.66202 1.00467 0.53890  -0.91
C 1.49751 0.13520 0.06321  0.62
N 2.82039 0.20685 0.06426  -0.34
O 0.87585 -0.95754 -0.60152  -0.33
C -0.48585 -0.87690 -0.33086  -0.09
N -0.98231 -1.93117 0.53050  -0.53
H -1.24323 1.48134 -1.36124  0.31
H -2.47047 1.09846 -0.19181  0.43
H -1.51696 2.60230 -0.05252  0.31
H -1.10047 0.27716 1.34634  0.49
H 3.15658 0.98036 0.60232  0.26
H 3.47970 -0.32802 -0.50877  0.27
H -0.87791 -0.99862 -1.33756  0.37
H -1.44936 -2.63484 0.01280  0.28
H -0.21972 -2.16868 1.16970  0.25

Cartesian forces (eV/Å) of the 6 atoms listed first:
C 0.25 0.53 -1.84
N -1.19 -3.09 2.74
N 2.07 0.84 0.61
C -1.61 -1.34 -1.60
N -0.09 -0.11 0.08
O 2.01 1.87 1.67

=====

[4]
C23H39AsIrO3PSi3 | ωB97M-V/def2-TZVPD

Properties
- energy relative to the best compared isomer or geometry (same formula, charge and spin) (kcal per mole) = 0.00
- E_HOMO (spin up / spin down) (eV) = -6.97 / -8.00
- multiplicity = 5
- frontier orbital gap (spin up / spin down) (eV) = 7.5 / 6.5
- lowest unoccupied orbital energy (spin up / spin down) (eV) = 0.56 / -1.52

Last column: Mulliken spin population.
Positions of all 71 atoms, in Å:
Ir 0.21542 0.95355 -0.27672  2.38
O -1.98365 4.12300 1.37975  0.03
C -1.56991 3.42096 0.47774  0.00
O -1.13722 2.20914 0.67831  0.09
C -1.66633 3.98763 -0.94949  -0.01
P -0.65690 3.41666 -2.37346  0.00
C 1.05271 3.49486 -1.71534  0.03
C 2.11422 3.15763 -2.56156  0.05
C 3.42849 3.33236 -2.16372  -0.01
C 3.71226 3.89071 -0.92679  0.02
C 2.67316 4.27480 -0.09446  0.00
C 1.35531 4.08880 -0.48642  -0.03
C -1.05105 1.60221 -2.40530  0.00
C -2.34011 1.15573 -2.05248  0.12
C -2.75502 -0.13491 -2.32063  0.02
C -1.89428 -1.04134 -2.93214  0.03
C -0.61001 -0.64514 -3.25122  0.00
C -0.19202 0.66165 -3.00120  -0.02
H -1.50233 5.06339 -0.86903  0.00
H -2.71362 3.90235 -1.25056  0.00
H 1.92042 2.78294 -3.55746  0.00
H 4.23269 3.04898 -2.83072  0.00
H 4.73921 4.03859 -0.61851  0.00
H 2.88238 4.72509 0.86735  0.00
H 0.57017 4.40285 0.18866  0.00
H -3.02915 1.82857 -1.56004  0.01
H -3.75788 -0.43863 -2.04675  0.00
H -2.22848 -2.04664 -3.15399  -0.01
H 0.07915 -1.33873 -3.71574  0.01
H 0.80062 0.95023 -3.30835  0.00
C -0.43137 -4.23005 1.86065  0.04
Si -0.74695 -3.34905 0.24141  0.01
C 0.73504 -3.47989 -0.88825  0.00
C -2.23775 -4.10192 -0.60397  0.05
As -1.08047 -1.05277 0.65204  0.96
Si -2.84094 -0.81718 2.21100  0.00
C -2.02752 -0.71006 3.88727  0.03
C -3.99629 -2.29025 2.13371  0.02
C -3.79148 0.73683 1.82837  0.01
H -0.27685 -5.29619 1.67354  0.00
H -1.27473 -4.13015 2.54634  0.00
H 0.45838 -3.84234 2.35933  0.00
H 0.87467 -4.51064 -1.22435  0.00
H 1.64756 -3.16200 -0.38442  0.00
H 0.60466 -2.84638 -1.76861  0.00
H -2.11808 -5.18834 -0.63677  0.00
H -2.32888 -3.74539 -1.63132  -0.01
H -3.16752 -3.88054 -0.07993  0.00
H -1.44837 -1.60723 4.11424  0.00
H -2.78149 -0.58317 4.66833  0.00
H -1.35637 0.15019 3.92170  0.00
H -3.47931 -3.23763 2.29377  0.00
H -4.51001 -2.33672 1.17142  0.00
H -4.75884 -2.19099 2.91094  0.00
H -3.15301 1.61601 1.91268  0.00
H -4.61890 0.83727 2.53684  0.00
H -4.21548 0.70951 0.82194  0.00
C 4.26556 -1.47647 -0.59750  0.01
Si 3.29719 -0.26751 0.45281  -0.02
C 4.43539 1.10504 1.01640  0.00
C 2.63888 -1.12313 1.99401  -0.04
O 2.07970 0.32422 -0.45371  0.17
H 4.98718 -2.03777 0.00134  0.00
H 4.81930 -0.94350 -1.37388  0.00
H 3.60479 -2.19202 -1.09047  0.00
H 5.22678 0.72046 1.66535  0.00
H 3.88194 1.86394 1.57434  0.00
H 4.90717 1.58987 0.15980  0.00
H 3.40397 -1.73748 2.47573  0.00
H 1.79142 -1.76713 1.75381  0.05
H 2.29276 -0.38673 2.72435  0.00

Cartesian forces (eV/Å) of the 6 atoms listed first:
Ir -0.03 -0.10 0.23
O 0.03 0.00 -0.03
C -0.09 -0.02 0.02
O 0.21 -0.18 -0.12
C 0.08 -0.01 -0.02
P -0.06 -0.14 -0.02